Below is 10 unconnected molecules or ions with the total composition C61H144F5N9O13S3 at a distorted geometry, with properties calculated with the ωB97M-V functional and the def2-TZVPD basis.

Bonds (Å) are listed after each position.
Geometry (Å):
1 S 2.803 -5.282 -3.234  S2 2.340, F8 1.638, O9 1.448, O13 1.447, N29 1.506
2 S 2.640 -5.223 -5.568  S1 2.340, F6 1.614, O11 1.443, O21 1.425, N29 1.664
3 S 1.160 0.018 0.421  O12 1.475, O17 1.444, O18 1.474, C33 1.947
4 F 1.988 -2.530 0.381  C33 1.342
5 F -0.247 -2.339 0.414  C33 1.324
6 F 2.118 -4.095 -6.598  S2 1.614
7 F 0.935 -2.129 2.164  C33 1.351
8 F 2.164 -4.620 -1.880  S1 1.638
9 O 4.156 -4.793 -3.072  S1 1.448
10 O 1.137 6.885 -4.295  C40 1.432, C82 1.424
11 O 4.043 -5.160 -5.900  S2 1.443
12 O 0.401 0.743 1.458  S3 1.475
13 O 2.467 -6.685 -3.118  S1 1.447
14 O -4.232 -1.418 1.502  C66 1.399, C81 1.426
15 O 6.082 1.769 1.040  C36 1.427, C60 1.417
16 O -0.232 6.802 4.719  C67 1.432, C75 1.401
17 O 2.591 0.199 0.487  S3 1.444
18 O 0.632 0.127 -0.951  S3 1.474
19 O -1.239 -1.453 4.621  C34 1.191
20 O -2.468 -3.026 -4.515  C79 1.197
21 O 1.855 -6.302 -6.065  S2 1.425
22 N -0.729 4.443 3.093  C42 1.518, C44 1.541, C52 1.544, C70 1.545
23 N -1.065 -0.071 6.478  C34 1.520, C84 1.514, H158 1.019, H181 1.019
24 N 8.860 2.079 -0.236  C39 1.547, C58 1.543, C69 1.540, C73 1.544
25 N -4.974 1.307 -5.547  C48 1.538, C68 1.533, C83 1.553, C85 1.537
26 N -7.204 -1.518 2.180  C31 1.536, C61 1.514, C87 1.538, C89 1.543
27 N -0.122 -2.719 -4.503  C79 1.514, C86 1.547, H150 1.018, H192 1.040
28 N 2.488 -7.485 3.930  C59 1.530, C64 1.538, C65 1.526, C90 1.527
29 N 2.021 -4.461 -4.225  S1 1.506, S2 1.664
30 N 1.697 4.389 -2.669  C47 1.544, C63 1.489, C77 1.529, C78 1.542
31 C -6.538 -0.194 2.584  N26 1.536, C54 1.552, H97 1.090, H171 1.084
32 C 1.708 3.913 2.224  C70 1.533, H92 1.091, H170 1.092, H214 1.091
33 C 0.915 -1.867 0.839  S3 1.947, F4 1.342, F5 1.324, F7 1.351
34 C -0.530 -0.688 5.196  O19 1.191, N23 1.520, C46 1.515
35 C 7.269 0.315 -1.144  C69 1.503, H145 1.091, H206 1.087, H233 1.095
36 C 5.135 1.485 2.069  O15 1.427, H118 1.094, H159 1.086, H202 1.096
37 C 1.779 -7.506 0.068  C88 1.545, H115 1.090, H189 1.088, H208 1.088
38 C -4.501 0.615 -3.111  C55 1.572, C85 1.526, H93 1.091, H212 1.090
39 C 9.983 2.243 0.815  N24 1.547, H110 1.085, H122 1.085, H176 1.087
40 C 0.393 7.795 -5.114  O10 1.432, H121 1.093, H156 1.087, H173 1.092
41 C -3.477 4.943 -5.700  C50 1.560, H98 1.093, H131 1.091, H221 1.087
42 C -1.899 5.400 2.953  N22 1.518, H102 1.088, H133 1.084, H220 1.088
43 C 9.987 3.790 -1.820  C73 1.545, H111 1.087, H184 1.088, H195 1.092
44 C -0.235 4.425 4.553  N22 1.541, C75 1.517, H165 1.089, H226 1.089
45 C -1.289 -7.843 5.098  C49 1.549, C76 1.528, H107 1.089, H201 1.094
46 C 0.866 -0.274 4.775  C34 1.515, H134 1.090, H148 1.089, H234 1.092
47 C 1.804 5.600 -1.717  N30 1.544, C91 1.534, H105 1.090, H139 1.090
48 C -4.818 0.866 -7.012  N25 1.538, C56 1.523, H112 1.086, H217 1.091
49 C 0.116 -8.276 4.610  C45 1.549, C65 1.545, H138 1.089, H164 1.090
50 C -3.584 3.397 -5.875  C41 1.560, C68 1.513, H103 1.090, H119 1.090
51 C -2.257 0.956 -1.816  C55 1.541, H94 1.091, H114 1.091, H152 1.091
52 C -1.141 2.975 2.855  N22 1.544, C71 1.545, H166 1.091, H178 1.090
53 C 4.103 -7.673 5.776  C80 1.506, C90 1.552, H180 1.090, H223 1.089
54 C -6.470 0.838 1.427  C31 1.552, H169 1.089, H179 1.093, H225 1.085
55 C -3.401 -0.010 -2.178  C38 1.572, C51 1.541, H99 1.090, H213 1.092
56 C -6.148 1.213 -7.667  C48 1.523, C74 1.524, H101 1.093, H235 1.087
57 C -9.583 -2.350 1.592  C61 1.502, H137 1.089, H215 1.092, H216 1.089
58 C 7.790 3.160 0.028  N24 1.543, C60 1.544, H190 1.089, H204 1.088
59 C 2.287 -7.991 2.500  N28 1.530, C88 1.535, H155 1.090, H186 1.088
60 C 6.912 2.894 1.269  O15 1.417, C58 1.544, H161 1.093, H228 1.094
61 C -8.622 -1.205 1.750  N26 1.514, C57 1.502, H108 1.090, H167 1.088
62 C 2.393 1.860 -2.880  C78 1.527, H127 1.093, H182 1.088, H222 1.089
63 C 0.247 4.050 -2.650  N30 1.489, H149 1.089, H153 1.088, H209 1.089
64 C 3.412 -6.256 3.896  N28 1.538, C80 1.516, H175 1.090, H227 1.086
65 C 1.157 -7.134 4.588  N28 1.526, C49 1.545, H129 1.092, H205 1.090
66 C -2.862 -1.704 1.531  O14 1.399, H96 1.097, H163 1.092, H196 1.092
67 C 0.421 8.058 4.932  O16 1.432, H95 1.093, H104 1.091, H187 1.090
68 C -4.872 2.821 -5.328  N25 1.533, C50 1.513, H199 1.090, H203 1.087
69 C 8.414 0.605 -0.215  N24 1.540, C35 1.503, H117 1.091, H120 1.090
70 C 0.452 4.790 2.160  N22 1.545, C32 1.533, H143 1.088, H144 1.090
71 C -1.967 2.693 1.580  C52 1.545, H113 1.087, H125 1.092, H174 1.086
72 C -1.174 -4.871 -5.241  C79 1.481, H132 1.099, H136 1.090, H183 1.089
73 C 9.519 2.332 -1.608  N24 1.544, C43 1.545, H151 1.087, H188 1.089
74 C -7.182 1.077 -6.556  C56 1.524, C83 1.523, H130 1.089, H140 1.090
75 C 0.559 5.664 4.923  O16 1.401, C44 1.517, H154 1.094, H168 1.099
76 C -1.997 -6.954 4.078  C45 1.528, H191 1.090, H198 1.091, H200 1.094
77 C 2.160 4.688 -4.095  N30 1.529, C82 1.532, H141 1.089, H162 1.091
78 C 2.554 3.206 -2.177  N30 1.542, C62 1.527, H106 1.091, H147 1.088
79 C -1.392 -3.531 -4.651  O20 1.197, N27 1.514, C72 1.481
80 C 4.034 -6.254 5.278  C53 1.506, C64 1.516, H116 1.090, H219 1.095
81 C -5.005 -2.578 1.206  O14 1.426, C87 1.527, H211 1.095, H232 1.096
82 C 1.284 5.622 -4.936  O10 1.424, C77 1.532, H126 1.092, H157 1.096
83 C -6.428 0.845 -5.254  N25 1.553, C74 1.523, H142 1.088, H172 1.087
84 C -1.702 -1.133 7.350  N23 1.514, H128 1.088, H135 1.089, H193 1.087
85 C -4.064 0.543 -4.571  N25 1.537, C38 1.526, H100 1.090, H231 1.092
86 C -0.210 -1.888 -3.202  N27 1.547, H109 1.085, H177 1.085, H224 1.087
87 C -6.473 -2.204 1.014  N26 1.538, C81 1.527, H123 1.087, H207 1.089
88 C 1.574 -7.041 1.527  C37 1.545, C59 1.535, H194 1.092, H210 1.092
89 C -7.175 -2.443 3.415  N26 1.543, H124 1.087, H146 1.087, H230 1.085
90 C 3.246 -8.501 4.781  N28 1.527, C53 1.552, H160 1.089, H229 1.086
91 C 3.048 6.486 -1.866  C47 1.534, H185 1.093, H197 1.089, H218 1.085
92 H 1.951 3.548 3.223  C32 1.091
93 H -5.369 -0.024 -2.944  C38 1.091
94 H -1.675 0.343 -1.127  C51 1.091
95 H 1.244 7.872 5.627  C67 1.093
96 H -2.631 -2.346 2.390  C66 1.097
97 H -7.182 0.189 3.375  C31 1.090
98 H -3.362 5.237 -4.654  C41 1.093
99 H -3.941 -0.384 -1.307  C55 1.090
100 H -4.029 -0.444 -5.033  C85 1.090
101 H -6.017 2.253 -7.977  C56 1.093
102 H -2.526 5.197 2.088  C42 1.088
103 H -3.557 3.368 -6.964  C50 1.090
104 H -0.229 8.725 5.499  C67 1.091
105 H 1.603 5.358 -0.674  C47 1.090
106 H 2.252 3.065 -1.138  C78 1.091
107 H -1.911 -8.713 5.308  C45 1.089
108 H -9.070 -0.556 2.502  C61 1.090
109 H -1.145 -1.347 -3.302  C86 1.085
110 H 10.848 1.709 0.437  C39 1.085
111 H 10.545 4.133 -0.952  C43 1.087
112 H -3.932 1.317 -7.449  C48 1.086
113 H -2.893 3.260 1.649  C71 1.087
114 H -1.532 1.266 -2.570  C51 1.091
115 H 1.318 -8.478 -0.107  C37 1.090
116 H 4.958 -5.675 5.262  C80 1.090
117 H 8.137 0.388 0.818  C69 1.091
118 H 5.475 1.405 3.106  C36 1.094
119 H -2.703 2.965 -5.400  C50 1.090
120 H 9.295 -0.027 -0.322  C69 1.090
121 H -0.564 7.321 -5.344  C40 1.093
122 H 10.098 3.319 0.896  C39 1.085
123 H -6.519 -1.592 0.117  C87 1.087
124 H -7.464 -3.427 3.053  C89 1.087
125 H -1.296 3.057 0.798  C71 1.092
126 H 1.683 5.669 -5.952  C82 1.092
127 H 2.849 1.146 -2.190  C62 1.093
128 H -2.231 -0.569 8.114  C84 1.088
129 H 1.372 -6.858 5.623  C65 1.092
130 H -7.862 0.250 -6.757  C74 1.089
131 H -4.409 5.418 -6.008  C41 1.091
132 H -0.864 -4.722 -6.284  C72 1.099
133 H -2.456 5.519 3.875  C42 1.084
134 H 0.803 -0.348 3.689  C46 1.090
135 H -0.928 -1.770 7.775  C84 1.089
136 H -0.394 -5.486 -4.793  C72 1.090
137 H -9.450 -2.987 0.719  C57 1.089
138 H 0.488 -9.095 5.223  C49 1.089
139 H 0.956 6.227 -1.990  C47 1.090
140 H -7.815 1.959 -6.455  C74 1.090
141 H 3.199 4.994 -3.990  C77 1.089
142 H -6.424 -0.220 -5.034  C83 1.088
143 H 0.672 5.837 2.355  C70 1.088
144 H 0.090 4.699 1.136  C70 1.090
145 H 7.567 0.181 -2.185  C35 1.091
146 H -7.955 -2.000 4.029  C89 1.087
147 H 3.592 3.533 -2.190  C78 1.088
148 H 1.142 0.717 5.134  C46 1.089
149 H -0.047 3.858 -1.619  C63 1.089
150 H 0.038 -2.065 -5.267  N27 1.018
151 H 10.315 1.596 -1.692  C73 1.087
152 H -2.637 1.854 -1.328  C51 1.091
153 H 0.049 3.251 -3.360  C63 1.088
154 H 1.593 5.662 4.566  C75 1.094
155 H 3.263 -8.287 2.116  C59 1.090
156 H 0.316 8.731 -4.567  C40 1.087
157 H 0.276 5.207 -5.051  C82 1.096
158 H -0.255 0.301 6.972  N23 1.019
159 H 4.665 0.548 1.785  C36 1.086
160 H 3.942 -9.076 4.172  C90 1.089
161 H 7.518 2.669 2.151  C60 1.093
162 H 2.237 3.786 -4.705  C77 1.091
163 H -2.492 -2.192 0.627  C66 1.092
164 H 0.037 -8.633 3.583  C49 1.090
165 H -1.118 4.338 5.183  C44 1.089
166 H -1.574 2.629 3.794  C52 1.091
167 H -8.481 -0.681 0.807  C61 1.088
168 H 0.690 5.641 6.014  C75 1.099
169 H -5.898 1.696 1.778  C54 1.089
170 H 2.582 4.479 1.895  C32 1.092
171 H -5.544 -0.337 2.992  C31 1.084
172 H -6.878 1.453 -4.473  C83 1.087
173 H 0.907 8.017 -6.053  C40 1.092
174 H -2.132 1.650 1.327  C71 1.086
175 H 4.112 -6.588 3.129  C64 1.090
176 H 9.583 1.826 1.736  C39 1.087
177 H 0.669 -1.252 -3.196  C86 1.085
178 H -0.181 2.460 2.815  C52 1.090
179 H -5.823 0.480 0.622  C54 1.093
180 H 3.726 -7.753 6.795  C53 1.090
181 H -1.764 0.642 6.272  N23 1.019
182 H 1.371 1.504 -2.987  C62 1.088
183 H -2.119 -5.380 -5.424  C72 1.089
184 H 10.514 3.997 -2.749  C43 1.088
185 H 3.877 5.911 -1.447  C91 1.093
186 H 1.697 -8.900 2.597  C59 1.088
187 H 0.755 8.663 4.089  C67 1.090
188 H 8.758 2.177 -2.371  C73 1.089
189 H 2.830 -7.575 -0.203  C37 1.088
190 H 8.319 4.087 0.247  C58 1.089
191 H -3.013 -6.673 4.356  C76 1.090
192 H 0.701 -3.352 -4.434  N27 1.040
193 H -2.366 -1.835 6.853  C84 1.087
194 H 1.951 -6.016 1.525  C88 1.092
195 H 9.079 4.378 -1.971  C43 1.092
196 H -2.212 -0.847 1.721  C66 1.092
197 H 2.972 7.334 -1.186  C91 1.089
198 H -1.404 -6.089 3.777  C76 1.091
199 H -5.707 3.302 -5.837  C68 1.090
200 H -2.097 -7.578 3.185  C76 1.094
201 H -1.208 -7.344 6.068  C45 1.094
202 H 4.349 2.244 2.157  C36 1.096
203 H -5.022 2.888 -4.253  C68 1.087
204 H 7.235 3.354 -0.887  C58 1.088
205 H 0.870 -6.212 4.083  C65 1.090
206 H 6.335 0.870 -1.156  C35 1.087
207 H -7.048 -3.124 0.912  C87 1.089
208 H 1.259 -6.770 -0.541  C37 1.088
209 H -0.344 4.908 -2.968  C63 1.089
210 H 0.508 -7.035 1.763  C88 1.092
211 H -4.550 -2.980 0.295  C81 1.095
212 H -4.739 1.590 -2.687  C38 1.090
213 H -3.065 -0.889 -2.731  C55 1.092
214 H 1.733 3.033 1.579  C32 1.091
215 H -10.557 -1.892 1.408  C57 1.092
216 H -9.686 -2.900 2.526  C57 1.089
217 H -4.709 -0.220 -6.999  C48 1.091
218 H 3.171 6.803 -2.896  C91 1.085
219 H 3.380 -5.695 5.956  C80 1.095
220 H -1.421 6.333 2.661  C42 1.088
221 H -2.661 5.373 -6.277  C41 1.087
222 H 2.984 1.749 -3.788  C62 1.089
223 H 5.116 -8.065 5.851  C53 1.089
224 H -0.244 -2.637 -2.415  C86 1.087
225 H -7.431 1.047 0.967  C54 1.085
226 H 0.379 3.533 4.667  C44 1.089
227 H 2.881 -5.370 3.560  C64 1.086
228 H 6.299 3.782 1.447  C60 1.094
229 H 2.532 -9.208 5.192  C90 1.086
230 H -6.169 -2.433 3.819  C89 1.085
231 H -3.057 0.934 -4.727  C85 1.092
232 H -4.788 -3.303 1.998  C81 1.096
233 H 6.920 -0.684 -0.863  C35 1.095
234 H 1.587 -0.992 5.170  C46 1.092
235 H -6.491 0.673 -8.546  C56 1.087

For the energy, the calculation gives -5573.03198 Eh. The charge is +6. The LUMO energy comes out at -11.3 eV.